No. 1
# C41H46AsBI2IrN3O5S

A molecular structure, C41H46AsBI2IrN3O5S (ωB97M-V/def2-TZVPD, the OMol25 dataset).

Calculated values
2S+1: 5
Energy relative to the best compared isomer or geometry (same formula, charge and spin) (kcal per mole): 113.2
Orbital gap (spin up / spin down) (eV): 6.01 / 5.13
Charge: 0
<S²>: 6.049

XYZ file:
```
101
Properties=species:S:1:pos:R:3:mulliken_spin:R:1
Ir 1.474 -0.546 0.057 2.022
I -1.895 3.523 -6.180 0.000
C -1.337 2.846 -4.291 0.001
C -2.182 3.041 -3.212 0.001
C -1.802 2.582 -1.958 0.010
I -3.083 2.883 -0.351 -0.001
C -0.579 1.930 -1.764 0.040
O -0.235 1.441 -0.560 -0.053
C 0.264 1.745 -2.867 -0.021
C 1.641 1.159 -2.715 0.023
N 1.705 -0.238 -2.210 0.063
C 3.041 -0.762 -2.560 0.030
C 3.473 -1.982 -1.770 0.013
C 4.363 -2.899 -2.462 -0.031
C 5.041 -4.025 -2.170 0.039
C 3.679 -5.219 -0.590 -0.036
C 2.952 -4.137 0.178 0.083
N 3.154 -1.881 -0.531 0.008
C -0.122 2.205 -4.120 -0.001
H -3.129 3.547 -3.336 0.000
H 2.237 1.768 -2.033 -0.009
H 2.121 1.184 -3.699 -0.001
H 0.984 -0.775 -2.684 -0.051
H 3.749 0.034 -2.314 -0.002
H 3.126 -0.964 -3.632 -0.001
H 4.695 -2.482 -3.406 0.003
H 5.854 -4.290 -2.836 0.004
H 3.733 -6.208 -0.148 0.027
H 2.528 -4.424 1.140 0.007
H 0.542 2.067 -4.965 0.000
C 0.219 -2.741 3.088 0.028
As 1.204 -1.198 2.414 0.039
C 2.964 -1.568 3.150 0.002
C 0.636 0.109 3.725 0.023
S 2.280 1.508 0.662 0.751
H 0.506 -2.915 4.126 0.001
H 0.431 -3.635 2.502 -0.006
H -0.848 -2.528 3.040 0.003
H 2.881 -1.701 4.228 0.000
H 3.595 -0.706 2.934 -0.002
H 3.407 -2.446 2.690 -0.001
H 0.885 -0.292 4.709 0.001
H -0.431 0.289 3.641 -0.002
H 1.159 1.044 3.544 -0.004
C -2.417 4.598 5.750 0.000
C -1.884 5.729 4.868 0.000
C -3.063 6.647 4.518 0.000
C -0.849 6.523 5.675 0.000
C -1.232 5.202 3.586 -0.001
C -0.787 6.103 2.623 0.001
C -0.194 5.690 1.426 -0.001
C -0.055 4.340 1.217 0.007
O 0.453 3.694 0.133 0.023
B 0.440 2.279 0.472 0.028
O -0.236 2.154 1.764 0.018
C -0.471 3.424 2.180 0.025
C -1.060 3.828 3.356 -0.007
H -2.954 5.022 6.601 0.000
H -1.611 3.976 6.143 0.000
H -3.111 3.956 5.204 0.000
H -3.514 7.045 5.430 0.000
H -3.830 6.098 3.967 0.000
H -2.751 7.489 3.901 0.000
H -1.296 6.914 6.593 0.000
H -0.462 7.365 5.100 0.000
H -0.004 5.888 5.948 0.000
H -0.893 7.166 2.798 0.000
H 0.137 6.405 0.684 0.000
H -1.381 3.084 4.071 0.000
C -3.908 -0.864 -3.300 0.000
C -3.262 -1.498 -2.101 -0.011
C -3.943 -1.581 -0.895 0.007
C -3.360 -2.180 0.210 0.005
C -2.104 -2.747 0.101 0.084
C -1.410 -2.682 -1.102 -0.043
N -0.123 -3.304 -1.178 0.046
C 0.151 -4.359 -2.054 0.219
C -0.787 -4.852 -2.967 -0.126
C -0.439 -5.816 -3.896 0.195
C 0.858 -6.339 -3.942 -0.065
C 1.775 -5.918 -3.015 0.167
C 1.454 -4.945 -2.034 0.060
C 2.427 -4.683 -1.072 0.374
O 4.917 -4.967 -1.235 0.023
O 3.594 -2.892 0.309 0.039
C -1.963 -2.014 -2.208 -0.027
C -1.211 -1.825 -3.498 -0.005
H -4.918 -0.528 -3.067 0.000
H -3.968 -1.566 -4.136 0.000
H -3.336 0.001 -3.649 0.000
H -4.941 -1.168 -0.823 0.000
H -3.894 -2.227 1.149 0.001
H -1.658 -3.260 0.942 0.004
H 0.340 -3.378 -0.283 -0.061
H -1.793 -4.469 -2.942 -0.001
H -1.190 -6.173 -4.589 0.010
H 1.127 -7.078 -4.684 0.000
H 2.775 -6.334 -3.001 0.004
H -0.205 -2.222 -3.429 0.008
H -1.160 -0.760 -3.750 -0.002
H -1.701 -2.329 -4.335 0.004
```

=====

No. 2
# C41H46ClN4

7 unconnected molecules or ions with the total composition C41H46ClN4 at a distorted geometry (ωB97M-V/def2-TZVPD, the OMol25 dataset).

Calculated values
Orbital gap (eV): 7.66
Charge: +1

XYZ file:
```
92
Properties=species:S:1:pos:R:3:mulliken_charge:R:1
C -1.585 -1.742 0.933 -1.256
C -1.324 -2.027 -0.545 0.497
Cl -2.865 -2.116 -1.391 -0.219
C -0.526 -3.338 -0.770 -0.665
N 0.493 -3.443 0.270 0.314
C 0.614 -4.188 1.351 -0.043
N 1.724 -3.889 2.025 -0.568
C 2.305 -2.931 1.336 0.612
N 3.435 -2.293 1.638 -0.307
N 1.575 -2.623 0.224 -0.239
H -1.897 -2.649 1.449 0.292
H -2.378 -1.016 1.026 0.384
H -0.687 -1.390 1.430 0.241
H -0.700 -1.209 -0.897 0.399
H -0.054 -3.246 -1.738 -0.080
H -1.178 -4.201 -0.738 0.313
H -0.132 -4.915 1.609 0.459
H 3.942 -1.756 0.962 0.207
H 3.825 -2.400 2.559 0.263
H 1.773 -1.943 -0.492 0.215
C 2.380 -0.602 4.304 -0.004
C 2.891 0.460 3.568 -0.109
C 3.293 1.621 4.213 -0.599
C 3.193 1.715 5.594 -0.226
C 2.685 0.653 6.329 -0.436
C 2.274 -0.505 5.684 -0.710
H 2.058 -1.508 3.805 0.277
H 2.974 0.387 2.490 0.327
H 3.686 2.452 3.641 0.380
H 3.511 2.619 6.097 0.306
H 2.608 0.728 7.405 0.383
H 1.873 -1.331 6.257 0.378
C 4.372 6.684 7.963 -0.422
C 3.780 5.729 7.148 -0.333
C 3.870 5.841 5.768 -0.175
C 4.559 6.904 5.201 -0.489
C 5.154 7.857 6.015 -0.328
C 5.057 7.749 7.396 -0.399
H 4.299 6.598 9.039 0.359
H 3.247 4.897 7.592 0.369
H 3.402 5.099 5.132 0.351
H 4.633 6.989 4.125 0.352
H 5.692 8.685 5.574 0.362
H 5.517 8.495 8.030 0.358
C 0.753 -1.416 -5.411 -0.675
C 0.854 -1.850 -4.098 0.290
C 1.800 -2.809 -3.755 0.138
C 2.651 -3.328 -4.720 -0.771
C 2.550 -2.890 -6.032 -0.407
C 1.600 -1.938 -6.378 -0.486
H 0.015 -0.672 -5.681 0.466
H 0.192 -1.438 -3.343 0.146
H 1.877 -3.154 -2.729 0.223
H 3.390 -4.071 -4.451 0.379
H 3.212 -3.292 -6.787 0.376
H 1.520 -1.602 -7.403 0.381
C -2.683 2.026 -0.007 -0.687
C -2.333 1.296 -1.136 0.109
C -1.549 1.879 -2.123 -0.315
C -1.110 3.188 -1.978 -0.744
C -1.459 3.916 -0.849 -0.372
C -2.248 3.336 0.135 -0.514
H -3.299 1.575 0.762 0.401
H -2.668 0.271 -1.251 0.437
H -1.281 1.314 -3.009 0.538
H -0.497 3.641 -2.747 0.453
H -1.117 4.936 -0.736 0.405
H -2.525 3.906 1.013 0.402
C -3.739 5.430 -6.883 -0.347
C -4.020 4.265 -7.583 -0.445
C -3.762 3.029 -7.008 -0.418
C -3.231 2.959 -5.727 -0.392
C -2.952 4.123 -5.026 0.048
C -3.204 5.359 -5.605 -0.600
H -3.939 6.394 -7.333 0.369
H -4.440 4.321 -8.579 0.362
H -3.977 2.121 -7.556 0.364
H -3.034 1.994 -5.275 0.383
H -2.541 4.066 -4.027 0.284
H -2.983 6.268 -5.059 0.366
C -4.657 -6.704 -1.123 -0.561
C -5.023 -8.005 -0.809 -0.404
C -4.462 -8.640 0.291 -0.432
C -3.540 -7.972 1.083 -0.467
C -3.177 -6.670 0.771 -0.325
C -3.732 -6.037 -0.334 0.152
H -5.093 -6.211 -1.982 0.380
H -5.746 -8.526 -1.422 0.370
H -4.745 -9.656 0.531 0.373
H -3.107 -8.465 1.944 0.370
H -2.460 -6.146 1.394 0.290
H -3.445 -5.022 -0.580 0.314
```

=====

Number 1: molar mass 1224.66 g/mol. Number 2: molar mass 630.30 g/mol.